A structure of composition C8H16N2OP at a distorted geometry. Source: the Open Molecules 2025 dataset; level of theory: ωB97M-V/def2-TZVPD.

XYZ file:
```
28
Properties=species:S:1:pos:R:3:nbo_charge:R:1
C -2.202 -0.541 -0.725 0.350
C 3.116 1.362 -0.467 0.490
C -2.863 1.216 0.551 -0.238
C -4.101 0.355 0.135 -0.241
C 3.081 -0.071 -1.020 -0.516
C 3.030 -1.117 0.111 -0.385
C 1.557 -1.529 0.300 -0.415
C 0.804 -0.372 0.964 -0.717
N -1.704 0.524 -0.067 -0.567
N -3.516 -0.494 -0.885 -0.558
O 2.113 1.899 -0.056 -0.544
P 0.153 0.917 -0.220 0.798
H -1.431 -1.205 -1.141 0.233
H 3.965 2.010 -0.316 0.168
H -2.788 2.207 0.160 0.220
H -2.619 1.257 1.552 0.225
H -4.457 -0.461 0.788 0.226
H -4.943 0.966 -0.253 0.239
H 2.238 0.013 -1.668 0.239
H 3.877 -0.344 -1.597 0.242
H 3.564 -0.829 0.964 0.221
H 3.539 -1.953 -0.117 0.225
H 0.994 -1.949 -0.499 0.203
H 1.406 -2.276 0.974 0.224
H -0.048 -0.728 1.747 0.245
H 1.437 0.103 1.680 0.239
H -4.072 -0.826 -1.625 0.437
H -0.133 1.864 0.733 -0.046
```

## Properties
relative energy (zero: lowest compared OMol25 entry of this formula, charge and spin) = 0.0 kcal per mole
charge = +1
DFT total energy = -840.2064 Eh
strongest force on any atom = 0.0793 hartree/bohr
highest occupied orbital energy = -12.3 eV
LUMO level = -0.104 Ha
M = 187.2 g/mol
HOMO-LUMO gap = 9.4 eV
2S+1 = 1